1.
Molecular formula: C21H33AuCl2N4O3
Method: DFT, ωB97M-V with the def2-TZVPD basis set

XYZ file:
```
64
Properties=species:S:1:pos:R:3:mulliken_charge:R:1
O -0.623 -2.668 0.676 -0.600
C -1.759 -2.998 0.173 -0.413
C -2.243 -4.210 0.877 0.717
C -1.444 -4.965 1.786 -0.326
H -0.390 -4.751 1.951 0.445
C -2.024 -6.037 2.467 -0.502
H -1.437 -6.685 3.120 0.357
C -3.370 -6.355 2.306 -0.413
H -3.827 -7.198 2.818 0.381
C -4.143 -5.584 1.439 -0.571
H -5.180 -5.827 1.251 0.372
C -3.597 -4.512 0.771 -0.514
H -4.180 -3.866 0.122 0.391
H -2.389 -2.319 -0.486 0.694
C -0.647 -2.890 -2.352 -1.069
C -0.970 -1.589 -1.762 -0.022
H -0.496 -2.802 -3.440 0.417
H -1.475 -3.611 -2.166 0.283
H 0.309 -3.302 -1.965 0.200
C -0.740 -0.336 -2.200 0.770
C -0.513 0.079 -3.646 -1.395
H -0.711 0.484 -1.463 -0.164
H -1.019 -0.662 -4.299 0.442
H 0.548 0.145 -3.956 0.181
H -0.944 1.072 -3.834 0.342
Au 0.277 -0.909 0.754 1.155
Cl 2.168 -1.580 -0.309 -0.654
Cl -1.826 0.037 0.836 -0.660
C 3.088 1.190 -2.062 0.311
O 1.995 1.704 -1.799 -0.539
N 4.250 1.849 -2.313 0.158
C 4.341 3.295 -2.250 -0.933
C 5.400 1.153 -2.864 -0.887
H 3.228 0.095 -2.099 0.175
H 3.494 3.734 -1.710 0.239
H 4.397 3.746 -3.256 0.309
H 5.279 3.567 -1.742 0.336
H 5.212 0.087 -2.747 0.264
H 6.301 1.446 -2.312 0.297
H 5.533 1.397 -3.928 0.315
H -1.794 6.024 -0.242 0.297
H -3.530 4.622 1.613 0.301
C -1.901 5.064 -0.772 -0.918
C -3.437 3.900 0.779 -0.842
N -2.121 3.972 0.153 0.161
H -1.002 4.868 -1.362 0.253
C -1.113 3.133 0.483 0.222
O 0.032 3.163 0.044 -0.651
H -3.596 2.884 1.169 0.249
H -1.436 2.355 1.200 0.307
H -2.782 5.142 -1.422 0.319
H -4.201 4.143 0.022 0.293
C 2.678 1.346 1.763 -0.869
C 1.684 1.002 2.812 0.551
N 0.688 0.159 2.572 -0.138
C -0.097 0.018 3.686 -0.326
C 0.410 0.814 4.675 -0.635
N 1.574 1.416 4.111 -0.149
H 2.186 1.921 0.954 0.093
H 3.531 1.897 2.198 0.421
H 3.013 0.406 1.284 0.172
H -0.938 -0.658 3.643 0.416
H 0.018 0.986 5.668 0.387
H 2.260 1.999 4.585 0.198
```

## Properties
HOMO (spin up / spin down) (eV): -6.91 / -7.94
⟨S²⟩: 2.02
E_LUMO (spin up / spin down) (eV): -0.51 / -0.48
Kohn-Sham gap (spin up / spin down) (eV): 6.40 / 7.46
Energy above the lowest of the compared OMol25 structures with the same formula, charge and spin (eV): 3.2291
Multiplicity: 3

2.
Molecular formula: C15H29BiClIN2P2Se
Method: DFT, ωB97M-V with the def2-TZVPD basis set

XYZ file:
```
52
Properties=species:S:1:pos:R:3:mulliken_charge:R:1
C -1.429 0.246 -6.559 -0.833
I -1.975 0.506 -4.455 0.032
H -0.346 0.330 -6.643 0.316
H -1.932 1.028 -7.129 0.319
H -1.777 -0.741 -6.871 0.326
Bi 0.062 0.233 -1.939 1.179
P 0.145 3.074 -1.913 0.398
C -1.333 4.142 -1.816 -1.126
C 1.152 3.671 -0.509 -1.077
H 1.383 4.739 -0.649 0.444
H 1.091 4.818 -3.304 0.414
H 2.085 3.094 -0.445 0.344
H 2.031 3.290 -3.420 0.360
H -1.821 3.993 -0.845 0.345
H 0.584 3.536 0.424 0.286
C 1.023 3.722 -3.374 -1.163
H -1.038 5.198 -1.928 0.397
H 0.474 3.444 -4.284 0.340
H -2.031 3.867 -2.617 0.353
P 0.168 -2.557 -1.357 0.379
C -1.369 -3.485 -1.029 -1.124
C 0.973 -3.483 -2.707 -1.199
H 2.178 -2.497 0.007 0.340
H 1.311 -4.069 0.167 0.449
H 0.706 -2.604 1.014 0.221
C 1.193 -2.975 0.100 -1.023
H 1.985 -3.087 -2.865 0.363
H 1.031 -4.553 -2.458 0.398
H -1.142 -4.549 -0.854 0.395
H -2.045 -3.389 -1.889 0.380
H 0.397 -3.355 -3.634 0.376
H -1.859 -3.057 -0.142 0.295
Cl 2.542 0.240 -1.375 -0.473
C 1.389 0.539 2.093 -0.632
N 0.199 -0.072 2.661 0.398
C -1.045 -0.073 2.084 -0.387
Se -1.564 0.627 0.437 -0.071
N -1.884 -0.589 3.039 0.062
C -1.191 -0.876 4.219 0.489
C -1.645 -1.261 5.472 -0.795
C -0.676 -1.381 6.482 -0.527
C 0.680 -1.086 6.229 -0.680
C 1.106 -0.651 4.964 -0.807
C 0.133 -0.566 3.975 1.080
H 1.537 0.228 1.053 0.125
H 2.230 0.205 2.708 0.219
H 1.334 1.636 2.128 0.259
H -2.883 -0.713 2.909 0.251
H -2.711 -1.451 5.606 0.401
H -0.971 -1.706 7.481 0.406
H 1.409 -1.194 7.034 0.410
H 2.135 -0.386 4.727 0.365
```

## Properties
HOMO (eV): -13.93
Net charge: +2
E_LUMO (eV): -7.16
Kohn-Sham gap (eV): 6.77
Multiplicity: 1

3.
Molecular formula: C22H33HgN4O6P
Method: DFT, ωB97M-V with the def2-TZVPD basis set

XYZ file:
```
67
Properties=species:S:1:pos:R:3:mulliken_charge:R:1
O -0.295 -1.979 -5.636 -0.874
H 0.075 -2.555 -4.936 0.156
Hg -0.303 -0.893 -0.750 1.294
N -0.542 0.514 -2.254 0.810
N 1.737 -0.623 -1.289 0.969
N -2.224 -1.267 0.024 0.374
N 0.153 -1.939 1.102 0.352
O -1.585 1.220 -2.421 -0.584
O -3.406 -0.857 -0.581 -0.547
O 1.398 -2.300 1.559 -0.692
O 2.769 -1.087 -0.665 -0.934
C 1.816 0.004 -2.514 0.274
C 0.602 0.588 -3.039 0.146
C -2.240 -1.811 1.232 0.206
C -0.922 -2.180 1.833 0.605
C 0.383 1.287 -4.319 -1.594
H -0.418 0.756 -4.865 0.262
H 1.323 1.275 -4.875 0.426
H 0.048 2.312 -4.081 0.319
C 3.138 -0.019 -3.176 -1.552
H 3.438 -1.078 -3.294 0.287
H 3.863 0.493 -2.519 0.267
H 3.042 0.480 -4.150 0.390
C -3.515 -1.918 1.996 -1.412
C -0.847 -2.748 3.214 -1.840
H -4.351 -1.864 1.281 0.483
H -3.594 -1.085 2.725 0.090
H -3.489 -2.880 2.537 0.437
H 0.184 -2.648 3.592 0.440
H -1.130 -3.817 3.141 0.390
H -1.559 -2.216 3.875 0.357
H -3.170 -0.692 -1.522 0.316
H 2.009 -2.031 0.813 0.434
C -0.054 -3.024 -1.653 -1.166
H -0.271 -3.312 -2.652 0.337
H -0.767 -3.340 -0.864 0.331
H 1.001 -3.109 -1.355 0.377
O -3.578 -1.419 -4.079 -0.652
H -2.955 -1.509 -4.810 0.365
H -3.106 -1.852 -3.327 0.300
C -0.932 3.064 0.846 -1.454
P -0.169 1.423 0.736 0.990
C 1.517 1.943 0.280 1.430
C 1.699 2.941 -0.698 -0.902
C 2.985 3.409 -0.978 -0.752
C 4.088 2.836 -0.336 -0.541
C 3.910 1.771 0.551 -1.115
C 2.629 1.283 0.816 0.205
C -0.617 0.929 2.428 0.926
C 0.375 0.758 3.394 -0.348
C -0.009 0.564 4.726 -0.718
C -1.358 0.537 5.080 -0.679
C -2.353 0.700 4.110 -0.851
C -1.983 0.894 2.780 -0.993
H -0.824 3.615 -0.099 0.426
H -0.319 3.513 1.656 0.472
H -1.976 2.948 1.178 0.472
H 0.839 3.378 -1.213 0.146
H 3.109 4.235 -1.680 0.407
H 5.094 3.212 -0.542 0.370
H 4.757 1.301 1.050 0.374
H 2.496 0.452 1.509 0.059
H 1.421 0.829 3.106 0.297
H 0.774 0.451 5.476 0.446
H -1.649 0.390 6.125 0.373
H -3.411 0.696 4.384 0.491
H -2.752 1.055 2.016 0.523
```

## Properties
HOMO (spin up / spin down) (eV): -5.33 / -6.75
E_LUMO (spin up / spin down) (eV): -2.05 / -1.85
Kohn-Sham gap (spin up / spin down) (eV): 3.28 / 4.90
Multiplicity: 1

no.,E (hartree)
1,-2320.65247
2,-4754.65558
3,-2022.79810